Record 1
9
Properties=species:S:1:pos:R:3 method="wB97M-V/def2-TZVPD" homo_lumo_gap_ev=9.1 multiplicity=1 de_lowest_ev=1.517 charge=0 smiles="CO/P=C/Cl" energy_ev=-25996.4068
C 0.71191 -0.52400 -0.11484
O -0.45072 -0.85246 0.62025
P -1.88518 -1.19675 -0.12897
C -2.80899 0.11126 0.39305
Cl -4.49174 0.20414 0.09862
H 1.00802 -1.33449 -0.78265
H 1.49684 -0.35173 0.61923
H 0.56072 0.38663 -0.69907
H -2.41122 0.90750 1.00841


Record 2
163
Properties=species:S:1:pos:R:3 method="wB97M-V/def2-TZVPD" homo_lumo_gap_ev="6.5 / 2.6" multiplicity=5 charge=+2 energy_ev=-119107.0349
V -3.31607 2.09396 0.08562
C -0.53308 0.67972 0.10483
O -1.55901 0.29966 -0.83049
O -1.18757 1.78022 0.72428
C -0.07304 -0.65296 0.95529
F -0.91683 -1.67192 0.89132
F 1.08892 -1.13158 0.62534
F -0.01769 -0.32960 2.20424
C -1.11276 -0.48644 -1.94043
C -2.21276 -1.14945 -2.81337
H -1.84815 -1.41275 -3.80626
H -2.68361 -1.98627 -2.29751
H -2.95648 -0.36017 -2.92297
H -0.46004 -1.32998 -1.71572
H -0.53696 0.08441 -2.66891
H 0.26015 1.09977 -0.51359
C -0.58089 1.15344 -6.18943
C -0.30539 2.57621 -5.67611
O 1.00105 2.97222 -5.75133
O -0.18553 0.18976 -5.27530
H -0.06537 1.00961 -7.13898
H -1.64892 1.06459 -6.38823
H -0.62252 2.62686 -4.63450
H -0.88109 3.35537 -6.17570
H 1.57226 2.49510 -5.14497
H 0.77015 0.28035 -5.26721
C -4.99432 -1.81839 -5.30464
C -4.14552 -0.65627 -5.92324
O -4.76363 0.60137 -5.78882
O -5.13108 -1.64936 -3.91661
H -4.47661 -2.76868 -5.43518
H -5.96524 -1.98441 -5.77137
H -3.89228 -0.78504 -6.97556
H -3.23194 -0.53937 -5.34031
H -5.48516 0.57549 -6.42155
H -5.48276 -0.76066 -3.82638
C -2.50067 4.97191 -1.10921
C -2.01037 3.90497 -2.11351
O -2.91353 2.87563 -2.00449
O -2.61702 4.40534 0.16510
H -3.52392 5.26947 -1.33834
H -1.76850 5.77840 -1.14912
H -0.98836 3.65899 -1.82525
H -2.06128 4.34680 -3.10865
H -3.17618 2.53618 -2.86320
H -2.35798 5.04383 0.83356
C -1.51824 -2.13139 -7.51717
C -0.32824 -2.52133 -8.44633
O 0.81933 -1.69722 -8.29305
O -1.33198 -2.37407 -6.13628
H -2.34505 -2.75608 -7.85519
H -1.70545 -1.06304 -7.62532
H -0.61533 -2.56056 -9.49711
H 0.04919 -3.50726 -8.17501
H 1.42683 -2.05193 -8.94628
H -0.90275 -1.57830 -5.81360
C -1.86539 4.48120 3.65065
C -0.70006 3.54649 4.07247
O 0.28572 4.25536 4.76954
O -1.41535 5.49572 2.72392
H -2.30229 4.97633 4.51787
H -2.59940 3.90934 3.08294
H -0.27901 3.04302 3.20222
H -0.97599 2.79644 4.81368
H 1.00070 3.65149 4.98341
H -0.71999 5.92128 3.23086
C -2.71258 -4.72032 0.58739
O -1.81120 -4.34260 -0.46081
H -2.27628 -5.64723 0.95967
H -2.94334 -4.00408 1.37596
H -3.65515 -4.97733 0.10405
H -0.99726 -4.11812 -0.00396
C 2.69861 -1.44883 -2.45281
O 3.97277 -1.13307 -2.78470
H 2.13769 -1.57370 -3.37903
H 2.55726 -2.42877 -1.99691
H 2.20436 -0.64394 -1.90877
H 4.34948 -1.79602 -3.36794
C 5.06851 -2.88455 0.36839
C 4.60131 -1.46576 0.78934
C 4.71749 -1.15621 2.27663
O 3.90919 -1.96131 3.11908
C 4.48000 -2.19400 4.38817
N 5.19167 -0.49580 -0.07494
H 4.57397 -3.73141 0.84416
H 6.12745 -3.04464 0.57116
H 4.82145 -3.06962 -0.67699
H 3.54529 -1.69375 0.64461
H 4.35945 -0.15210 2.50398
H 5.77216 -1.14559 2.55167
H 4.78166 -1.27645 4.89335
H 5.30771 -2.90322 4.38875
H 3.73597 -2.64673 5.04357
H 4.79282 0.40443 0.15002
H 4.84964 -0.74766 -0.99128
C -0.69299 -4.24545 3.72474
C 0.79649 -3.98384 4.17989
C 1.49170 -5.35429 4.52026
O 0.72980 -6.10522 5.40560
C 1.28665 -7.43476 5.65756
N 1.47274 -3.27256 3.10934
H -1.26987 -4.65971 4.55159
H -0.78678 -4.93005 2.88175
H -1.06784 -3.26161 3.44253
H 0.72553 -3.41835 5.10902
H 2.38370 -5.29274 5.14368
H 1.82063 -5.93962 3.66160
H 0.61271 -7.90772 6.37185
H 2.22390 -7.39359 6.21251
H 1.24096 -7.97735 4.71331
H 1.10873 -2.35038 2.91652
H 2.35259 -2.92418 3.46233
C 3.77948 4.10425 -3.62663
C 3.24968 2.94563 -2.81390
C 2.08157 3.36954 -1.94915
O 2.42113 4.11022 -0.81948
C 1.31874 4.20285 0.12031
N 2.84804 1.97745 -3.81076
H 4.08024 4.84034 -2.88110
H 2.95539 4.56886 -4.16802
H 4.59478 3.77590 -4.27128
H 4.04906 2.42561 -2.28603
H 1.59346 2.48808 -1.53337
H 1.41494 3.92323 -2.61031
H 0.39742 4.57605 -0.32688
H 1.52966 4.90025 0.93101
H 1.20916 3.23895 0.61728
H 2.73008 1.06337 -3.39767
H 3.60115 1.93287 -4.48229
C 3.05550 3.56744 7.64503
C 2.04205 2.40846 7.63675
C 2.13222 1.50765 6.40138
O 2.11751 2.23899 5.09554
C 2.57464 1.36402 4.06120
N 2.10779 1.65251 8.86534
H 4.08439 3.21147 7.59229
H 3.02603 4.20955 8.52533
H 2.97423 4.25186 6.80060
H 1.04470 2.84315 7.57010
H 1.38924 0.71573 6.49591
H 3.11391 1.04380 6.49742
H 2.46104 1.85283 3.09360
H 1.95959 0.46446 4.03677
H 3.61778 1.10483 4.24228
H 3.06859 1.34116 8.87013
H 2.05744 2.34502 9.59881
C -5.87893 -1.55931 -0.74162
C -5.14777 -0.38187 -0.05056
C -4.33481 -0.68406 1.22118
O -3.97185 0.58412 1.76053
C -3.45663 0.53432 3.11495
N -4.35335 0.34836 -1.08154
H -6.51167 -2.03304 0.00893
H -5.25593 -2.29155 -1.25524
H -6.64635 -1.29841 -1.47037
H -5.88964 0.35718 0.25201
H -3.48635 -1.32338 0.97726
H -4.97182 -1.24096 1.90834
H -2.51694 -0.01763 3.13622
H -4.19725 0.07960 3.77283
H -3.26267 1.53428 3.50296
H -5.06784 0.56520 -1.76166
H -3.79927 -0.38148 -1.50631


Record 3
20
Properties=species:S:1:pos:R:3 method="wB97M-V/def2-TZVPD" homo_lumo_gap_ev=11.0 multiplicity=1 de_lowest_ev=2.129 charge=+1 energy_ev=-14006.6232
C 0.54461 -0.51010 0.76663
C 0.40215 -1.32621 1.78084
C 1.84062 0.58917 0.18880
C -1.07496 -1.36932 1.62072
C -1.29881 -0.81325 -0.92300
C 2.14014 2.80843 -0.51458
N -0.90178 -0.43526 0.41840
O 2.96289 0.16526 0.22905
O 1.21416 -1.90450 2.61289
O 1.28612 1.72127 -0.21561
H -1.55346 -2.46378 1.34400
H -1.68550 -0.99420 2.40808
H -1.29663 -1.96779 -0.95007
H -2.22987 -0.56466 -1.25550
H -0.56399 -0.43618 -1.69295
H 3.15232 2.65128 -0.29477
H 1.86297 3.69425 0.09059
H 2.07599 3.02962 -1.57029
H -1.40701 0.45545 0.54980
H 0.87700 -1.91008 3.48325


We obtain max |F| values of 1.18; 3.71; 5.79 eV/A for the records listed above, in that order.